Entry 1:
ORCA calculation (wB97M-V/def2-TZVPD) on 2 unconnected molecules or ions with the total composition C2H7NO2 at a distorted geometry.

Positions of all 12 atoms, in Å:
C 1.355 0.711 -0.232
O 2.088 0.759 -1.450
H 1.649 -0.153 0.358
H 0.294 0.683 -0.465
H 1.482 1.589 0.399
H 2.420 1.649 -1.594
C -1.660 -0.498 0.986
N -1.408 -1.313 -0.070
O -0.824 0.050 1.670
H -2.724 -0.427 1.266
H -0.441 -1.414 -0.325
H -2.231 -1.635 -0.543

Its SMILES is NC=O.CO. The HOMO energy is -10.1 eV. The value obtained for the HOMO-LUMO gap is 10.959 eV.

Need the natural (NBO) charges? In units of e they are: atom 1 (C): -0.25, atom 2 (O): -0.74, atom 3 (H): 0.18, atom 4 (H): 0.16, atom 5 (H): 0.18, atom 6 (H): 0.47, atom 7 (C): 0.52, atom 8 (N): -0.83, atom 9 (O): -0.61, atom 10 (H): 0.10, atom 11 (H): 0.42, atom 12 (H): 0.40

***

Entry 2:
ORCA calculation (wB97M-V/def2-TZVPD) on a molecular structure, C36H42Cl3N3O4PSn at a distorted geometry.

Positions of all 90 atoms, in Å:
Sn 0.198 -0.355 0.531
C -2.382 2.345 1.409
N -1.097 2.373 0.728
C -1.276 2.627 -0.691
C -0.167 3.334 1.321
C 1.275 2.832 1.275
N 1.483 1.546 1.941
C 1.007 1.533 3.321
C 2.910 1.236 1.953
H -2.874 3.325 1.404
H -2.246 2.027 2.441
H -3.035 1.633 0.910
H -1.966 1.897 -1.112
H -0.315 2.543 -1.204
H -1.680 3.630 -0.878
H -0.455 3.529 2.352
H -0.212 4.295 0.789
H 1.926 3.605 1.705
H 1.566 2.684 0.223
H 1.528 2.283 3.925
H 1.195 0.543 3.736
H -0.064 1.710 3.360
H 3.464 1.941 2.581
H 3.311 1.272 0.940
H 3.054 0.233 2.355
Cl -0.160 -0.495 -2.443
C 1.157 -0.799 -3.518
C 1.106 -1.847 -4.421
C 2.190 -2.067 -5.262
C 3.302 -1.238 -5.217
C 3.351 -0.192 -4.313
C 2.272 0.036 -3.464
P 2.311 1.415 -2.295
C 1.445 2.792 -3.081
C 1.557 4.078 -2.537
C 0.939 5.144 -3.161
C 0.173 4.934 -4.302
C 0.041 3.654 -4.825
C 0.659 2.579 -4.215
C 4.051 1.867 -2.108
C 4.570 2.999 -2.742
C 5.920 3.277 -2.633
C 6.758 2.452 -1.898
C 6.245 1.318 -1.280
C 4.896 1.038 -1.367
H 0.234 -2.479 -4.480
H 2.160 -2.887 -5.961
H 4.129 -1.397 -5.891
H 4.203 0.472 -4.280
H 2.145 4.243 -1.646
H 1.053 6.141 -2.768
H -0.337 5.761 -4.775
H -0.535 3.492 -5.723
H 0.567 1.591 -4.643
H 3.936 3.631 -3.347
H 6.321 4.136 -3.148
H 7.806 2.688 -1.803
H 6.899 0.654 -0.733
H 4.477 0.183 -0.859
Cl -7.196 -2.335 2.515
C -5.719 -1.890 1.801
C -5.621 -1.770 0.405
C -4.430 -1.410 -0.178
Cl -4.292 -1.248 -1.868
C -3.228 -1.165 0.607
O -2.152 -0.875 0.032
C -3.374 -1.289 2.042
C -2.254 -1.058 2.921
O -1.121 -0.715 2.611
C -4.599 -1.639 2.599
H -6.496 -1.963 -0.198
H -2.474 -1.210 3.988
H -4.694 -1.713 3.674
O 2.175 -2.250 0.830
C 2.767 -1.868 -0.188
O 2.511 -0.825 -0.820
C 3.871 -2.809 -0.738
N 4.369 -3.697 0.343
C 4.902 -4.907 -0.331
C 3.899 -5.160 -1.454
C 3.251 -3.791 -1.745
H 4.696 -2.249 -1.182
H 3.535 -3.906 0.922
H 5.060 -3.251 0.951
H 4.991 -5.743 0.362
H 5.893 -4.677 -0.725
H 3.142 -5.878 -1.144
H 4.395 -5.569 -2.329
H 2.173 -3.840 -1.585
H 3.421 -3.461 -2.766

As for the charge: +3. The HOMO energy (alpha / beta) is -15.9 / -15.9 eV. The value obtained for the HOMO-LUMO gap (alpha / beta) is 5.728 / 5.723 eV.

Need the Mulliken charges? In units of e they are: atom 1 (Sn): 1.73, atom 2 (C): -1.11, atom 3 (N): 1.04, atom 4 (C): -1.50, atom 5 (C): -1.78, atom 6 (C): 0.28, atom 7 (N): 0.81, atom 8 (C): -1.19, atom 9 (C): -1.38, atom 10 (H): 0.36, atom 11 (H): 0.33, atom 12 (H): 0.18, atom 13 (H): 0.27, atom 14 (H): 0.63, atom 15 (H): 0.39, atom 16 (H): 0.53, atom 17 (H): 0.48, atom 18 (H): 0.45, atom 19 (H): -0.50, atom 20 (H): 0.35, atom 21 (H): 0.39, atom 22 (H): 0.22, atom 23 (H): 0.44, atom 24 (H): 0.36, atom 25 (H): 0.33, atom 26 (Cl): 0.02, atom 27 (C): 0.88, atom 28 (C): -0.73, atom 29 (C): -0.85, atom 30 (C): -0.79, atom 31 (C): -0.85, atom 32 (C): 0.05, atom 33 (P): 1.72, atom 34 (C): 0.12, atom 35 (C): 0.03, atom 36 (C): -0.99, atom 37 (C): -0.66, atom 38 (C): -0.79, atom 39 (C): -0.65, atom 40 (C): 0.07, atom 41 (C): -0.46, atom 42 (C): -0.83, atom 43 (C): -0.75, atom 44 (C): -0.91, atom 45 (C): 0.32, atom 46 (H): 0.58, atom 47 (H): 0.45, atom 48 (H): 0.50, atom 49 (H): 0.52, atom 50 (H): 0.63, atom 51 (H): 0.50, atom 52 (H): 0.46, atom 53 (H): 0.49, atom 54 (H): 0.47, atom 55 (H): 0.52, atom 56 (H): 0.49, atom 57 (H): 0.44, atom 58 (H): 0.49, atom 59 (H): -0.05, atom 60 (Cl): -0.08, atom 61 (C): 0.23, atom 62 (C): -0.59, atom 63 (C): 0.41, atom 64 (Cl): -0.09, atom 65 (C): -0.31, atom 66 (O): -0.18, atom 67 (C): 0.97, atom 68 (C): -0.36, atom 69 (O): -0.68, atom 70 (C): -0.87, atom 71 (H): 0.50, atom 72 (H): 0.39, atom 73 (H): 0.50, atom 74 (O): -0.86, atom 75 (C): -0.07, atom 76 (O): 0.28, atom 77 (C): -0.20, atom 78 (N): 0.00, atom 79 (C): -0.63, atom 80 (C): -0.67, atom 81 (C): -0.32, atom 82 (H): 0.57, atom 83 (H): 0.41, atom 84 (H): 0.37, atom 85 (H): 0.40, atom 86 (H): 0.34, atom 87 (H): 0.32, atom 88 (H): 0.37, atom 89 (H): 0.28, atom 90 (H): -0.01

***

Entry 3:
ORCA calculation (wB97M-V/def2-TZVPD) on 4 unconnected molecules or ions with the total composition C2H12O4 at a distorted geometry.

Positions of all 18 atoms, in Å:
O 3.296 0.467 0.297
H 3.601 -0.437 0.287
H 3.862 0.861 -0.363
O 1.211 -2.067 -0.061
H 0.846 -1.383 0.528
H 1.735 -1.511 -0.639
O -1.543 -3.718 0.113
H -1.903 -3.223 -0.616
H -0.651 -3.978 -0.168
C -0.273 1.324 0.002
C -1.494 2.223 0.223
O -2.508 1.369 0.612
H -0.283 1.056 -1.031
H -0.551 0.403 0.444
H 0.701 1.697 0.328
H -1.776 2.828 -0.691
H -1.338 3.053 0.911
H -2.933 1.036 -0.174

Its SMILES is CCO.O.O.O. The HOMO energy is -10.3 eV. The value obtained for the HOMO-LUMO gap is 10.799 eV.

Need the natural (NBO) charges? In units of e they are: atom 1 (O): -0.93, atom 2 (H): 0.47, atom 3 (H): 0.47, atom 4 (O): -0.94, atom 5 (H): 0.48, atom 6 (H): 0.46, atom 7 (O): -0.94, atom 8 (H): 0.46, atom 9 (H): 0.48, atom 10 (C): -0.65, atom 11 (C): -0.06, atom 12 (O): -0.71, atom 13 (H): 0.20, atom 14 (H): 0.21, atom 15 (H): 0.22, atom 16 (H): 0.15, atom 17 (H): 0.17, atom 18 (H): 0.47

***

Entry 4:
ORCA calculation (wB97M-V/def2-TZVPD) on a molecular structure, C53H77BrClO46PS at a distorted geometry.

Positions of all 180 atoms, in Å:
C -3.086 3.490 1.872
C -2.159 2.544 0.942
P -0.805 3.634 0.147
C -1.086 3.842 -1.710
C 0.161 4.448 -2.522
C 0.918 2.945 0.566
C 1.145 1.350 0.566
C 1.058 0.684 -0.897
C 2.249 -0.329 -1.239
C 3.507 0.338 -1.980
S 3.250 0.672 -3.780
O 1.996 1.478 -4.055
O 3.307 -0.560 -4.645
Cl 4.836 1.914 -4.407
O 2.093 3.407 -0.196
C 3.160 3.770 0.715
O 4.225 4.352 0.476
O 2.671 3.324 2.015
C 1.293 3.753 1.946
Br 1.096 5.681 1.333
O 0.440 3.588 3.070
C 1.171 3.405 4.313
C 2.029 4.670 4.789
C 1.277 5.658 5.797
O 3.197 4.118 5.501
H -2.918 4.593 1.598
H -4.204 3.281 1.711
H -2.777 3.383 2.979
H -2.770 1.948 0.188
H -1.638 1.795 1.646
H -1.947 4.608 -1.826
H -1.499 2.873 -2.194
H -0.121 5.047 -3.447
H 0.829 3.548 -2.810
H 0.784 5.080 -1.782
H 0.303 0.904 1.208
H 2.142 1.026 1.024
H 0.085 0.059 -0.905
H 0.988 1.470 -1.721
H 2.655 -0.884 -0.322
H 1.827 -1.123 -1.968
H 4.383 -0.404 -1.904
H 3.816 1.310 -1.463
H 1.805 2.448 4.256
H 0.374 3.208 5.133
H 2.477 5.260 3.907
H 0.272 6.050 5.431
H 1.240 5.169 6.830
H 1.955 6.589 5.919
H 3.979 4.684 5.340
C 0.656 1.659 8.018
C -0.226 0.817 8.887
O -1.504 1.422 8.729
C -1.491 2.081 7.540
O -2.460 2.559 7.021
O -0.236 2.126 7.013
H 1.474 1.089 7.577
H 1.070 2.521 8.550
H -0.281 -0.221 8.546
H 0.085 0.830 9.932
C 3.635 -3.000 3.233
C 2.503 -3.976 3.122
O 1.379 -3.137 2.895
C 1.845 -1.977 2.361
O 1.149 -1.119 1.896
O 3.204 -1.916 2.420
H 4.577 -3.410 2.866
H 3.779 -2.639 4.256
H 2.617 -4.654 2.271
H 2.371 -4.566 4.030
C 1.733 -3.125 -5.132
C 1.065 -3.848 -6.261
O 0.430 -4.942 -5.609
C 0.243 -4.579 -4.311
O -0.413 -5.200 -3.523
O 0.897 -3.423 -4.021
H 1.788 -2.049 -5.299
H 2.739 -3.504 -4.929
H 0.302 -3.240 -6.756
H 1.776 -4.201 -7.010
C -6.434 5.341 5.595
C -6.244 3.944 5.088
O -6.762 4.010 3.766
C -6.688 5.310 3.371
O -6.886 5.688 2.251
O -6.359 6.124 4.411
H -5.660 5.637 6.305
H -7.415 5.490 6.056
H -5.190 3.655 5.042
H -6.787 3.208 5.682
C -3.225 3.532 -6.736
C -1.809 3.819 -7.129
O -1.484 4.960 -6.345
C -2.316 4.955 -5.267
O -2.198 5.680 -4.319
O -3.293 4.020 -5.400
H -3.460 2.466 -6.773
H -3.946 4.076 -7.347
H -1.128 3.004 -6.866
H -1.708 4.036 -8.193
C 0.489 -8.851 -3.337
C -0.518 -8.441 -2.309
O -0.325 -9.395 -1.271
C 0.943 -9.867 -1.395
O 1.489 -10.562 -0.582
O 1.515 -9.451 -2.556
H 0.876 -8.002 -3.903
H 0.096 -9.594 -4.037
H -0.327 -7.442 -1.909
H -1.540 -8.481 -2.688
C 1.440 -13.367 -2.066
C 1.893 -14.298 -0.984
O 1.732 -15.580 -1.575
C 1.775 -15.407 -2.926
O 1.837 -16.301 -3.719
O 1.740 -14.087 -3.255
H 1.970 -12.415 -2.045
H 0.364 -13.176 -2.031
H 2.947 -14.158 -0.725
H 1.291 -14.209 -0.078
C 5.599 -1.391 8.355
C 5.310 -0.049 7.754
O 3.895 0.041 7.838
C 3.499 -0.790 8.841
O 2.387 -0.829 9.286
O 4.527 -1.569 9.271
H 6.560 -1.419 8.871
H 5.569 -2.196 7.615
H 5.751 0.771 8.329
H 5.644 0.026 6.718
C -5.911 2.955 -2.402
C -6.933 3.337 -1.374
O -6.745 2.362 -0.358
C -5.473 1.897 -0.479
O -4.932 1.189 0.323
O -4.891 2.342 -1.625
H -5.521 3.817 -2.945
H -6.294 2.225 -3.122
H -6.750 4.329 -0.951
H -7.951 3.301 -1.765
C -0.524 -0.192 -5.714
C -1.373 -1.044 -4.820
O -2.674 -0.501 -5.002
C -2.685 0.118 -6.213
O -3.672 0.538 -6.750
O -1.431 0.201 -6.737
H 0.321 -0.740 -6.134
H -0.150 0.703 -5.209
H -1.383 -2.095 -5.126
H -1.069 -0.983 -3.774
C 3.528 -11.965 1.892
C 4.946 -11.701 1.488
O 5.290 -10.558 2.259
C 4.464 -10.541 3.342
O 4.594 -9.807 4.279
O 3.473 -11.466 3.222
H 3.278 -13.028 1.866
H 2.808 -11.416 1.278
H 5.618 -12.522 1.755
H 5.045 -11.494 0.422
C -6.298 6.590 -9.661
C -7.087 6.402 -8.401
O -7.032 4.996 -8.196
C -5.926 4.539 -8.844
O -5.491 3.428 -8.737
O -5.377 5.508 -9.627
H -5.772 7.546 -9.686
H -6.915 6.501 -10.560
H -6.630 6.902 -7.542
H -8.119 6.740 -8.500
C 3.930 9.707 1.519
C 3.424 8.340 1.866
O 2.889 8.516 3.171
C 2.580 9.836 3.301
O 1.958 10.297 4.214
O 3.070 10.563 2.259
H 3.864 9.918 0.451
H 4.961 9.869 1.849
H 2.626 8.007 1.197
H 4.218 7.591 1.870

The HOMO energy is -7.0 eV. The value obtained for the HOMO-LUMO gap is 6.126 eV.

Atomic partial charges in e from the Mulliken method, atoms 1 to 99: atom 1 (C): -0.86, atom 2 (C): -0.09, atom 3 (P): 0.39, atom 4 (C): -0.43, atom 5 (C): -0.57, atom 6 (C): 0.52, atom 7 (C): -0.79, atom 8 (C): 0.20, atom 9 (C): -0.08, atom 10 (C): -0.51, atom 11 (S): 0.91, atom 12 (O): -0.34, atom 13 (O): -0.58, atom 14 (Cl): -0.25, atom 15 (O): -0.14, atom 16 (C): 0.59, atom 17 (O): -0.58, atom 18 (O): -0.37, atom 19 (C): -0.95, atom 20 (Br): 0.06, atom 21 (O): 0.01, atom 22 (C): -0.30, atom 23 (C): 0.97, atom 24 (C): -1.24, atom 25 (O): -0.56, atom 26 (H): 0.37, atom 27 (H): 0.15, atom 28 (H): 0.17, atom 29 (H): 0.34, atom 30 (H): 0.15, atom 31 (H): 0.45, atom 32 (H): 0.27, atom 33 (H): 0.38, atom 34 (H): -0.06, atom 35 (H): 0.09, atom 36 (H): 0.17, atom 37 (H): 0.49, atom 38 (H): 0.34, atom 39 (H): -0.21, atom 40 (H): -0.02, atom 41 (H): -0.11, atom 42 (H): 0.46, atom 43 (H): 0.23, atom 44 (H): 0.18, atom 45 (H): 0.05, atom 46 (H): 0.13, atom 47 (H): 0.27, atom 48 (H): 0.23, atom 49 (H): 0.33, atom 50 (H): 0.31, atom 51 (C): -0.13, atom 52 (C): -0.29, atom 53 (O): -0.35, atom 54 (C): 0.47, atom 55 (O): -0.57, atom 56 (O): -0.08, atom 57 (H): 0.11, atom 58 (H): 0.20, atom 59 (H): 0.26, atom 60 (H): 0.33, atom 61 (C): -0.18, atom 62 (C): -0.37, atom 63 (O): -0.36, atom 64 (C): 0.58, atom 65 (O): -0.48, atom 66 (O): -0.32, atom 67 (H): 0.31, atom 68 (H): 0.15, atom 69 (H): 0.25, atom 70 (H): 0.32, atom 71 (C): 0.16, atom 72 (C): -0.36, atom 73 (O): -0.35, atom 74 (C): 0.56, atom 75 (O): -0.54, atom 76 (O): -0.18, atom 77 (H): -0.12, atom 78 (H): 0.35, atom 79 (H): 0.22, atom 80 (H): 0.37, atom 81 (C): -0.37, atom 82 (C): -0.12, atom 83 (O): -0.29, atom 84 (C): 0.69, atom 85 (O): -0.54, atom 86 (O): -0.33, atom 87 (H): 0.30, atom 88 (H): 0.26, atom 89 (H): 0.14, atom 90 (H): 0.27, atom 91 (C): 0.73, atom 92 (C): -0.07, atom 93 (O): -0.39, atom 94 (C): 0.69, atom 95 (O): -0.59, atom 96 (O): -0.32, atom 97 (H): 0.14, atom 98 (H): -0.62, atom 99 (H): 0.01